Entry 1:
Formula: C33H54AsIrN6O4S
Source: the Open Molecules 2025 dataset
Level of theory: wB97M-V/def2-TZVPD

Results
LUMO energy (spin up / spin down)	-3.4 / -3.4	eV
<S²>	0.759
energy above the lowest of the compared OMol25 structures with the same formula, charge and spin	291.3	kJ/mol
max |F|	0.0142	hartree/bohr
E	-4657.457906	a.u.
frontier orbital gap (spin up / spin down)	6.2 / 6.3	eV

Geometry as ORCA input:
```
! wB97M-V def2-TZVPD RIJCOSX def2/J DEFGRID3
* xyz 1 2
Ir -0.478 -0.145 -0.366
N -1.891 1.730 -0.589
C -2.068 2.402 0.709
C -2.895 1.525 1.640
C -2.303 0.153 1.940
O -2.209 -0.240 3.080
O -1.992 -0.608 0.901
H -1.600 2.366 -1.322
H -2.767 1.310 -0.889
H -2.569 3.365 0.584
H -1.076 2.590 1.128
H -3.880 1.365 1.189
H -3.052 2.038 2.587
C -1.810 -1.720 -3.799
C -0.515 -1.489 -3.006
C 0.578 -0.968 -3.960
C -0.045 -2.791 -2.381
N -0.834 -0.365 -2.125
H -1.645 -2.499 -4.544
H -2.129 -0.809 -4.306
H -2.610 -2.050 -3.134
H 0.857 -1.770 -4.644
H 1.468 -0.665 -3.405
H 0.222 -0.129 -4.559
H 0.246 -3.473 -3.181
H -0.831 -3.260 -1.797
H 0.818 -2.645 -1.728
C -1.141 -5.446 0.769
As -1.407 -3.508 0.962
C -0.531 -3.297 2.701
C -3.311 -3.556 1.517
C -3.572 -4.182 2.849
C -3.500 -3.420 4.015
C -3.711 -4.003 5.255
C -3.994 -5.359 5.353
C -4.072 -6.126 4.200
C -3.864 -5.540 2.959
H -1.374 -5.974 1.693
H -0.104 -5.645 0.497
H -1.779 -5.825 -0.030
H -0.880 -4.042 3.414
H -0.739 -2.297 3.082
H 0.544 -3.416 2.556
H -3.820 -4.104 0.721
H -3.660 -2.525 1.487
H -3.269 -2.363 3.945
H -3.655 -3.395 6.149
H -4.161 -5.812 6.322
H -4.303 -7.181 4.265
H -3.941 -6.144 2.062
C 1.979 4.724 0.382
C 3.064 4.831 -0.682
C 3.197 3.563 -1.514
N 1.968 3.294 -2.263
C 1.137 2.276 -2.107
S 1.483 1.098 -0.887
N 0.009 2.180 -2.829
C -0.495 2.974 -3.888
O -1.692 3.036 -4.013
C 0.450 3.627 -4.832
C 1.592 2.968 -5.284
C 2.408 3.575 -6.224
C 2.094 4.843 -6.698
C 0.955 5.498 -6.250
C 0.121 4.886 -5.328
H 1.936 5.627 0.989
H 2.166 3.877 1.046
H 0.993 4.583 -0.066
H 4.033 5.026 -0.218
H 2.868 5.680 -1.343
H 3.408 2.707 -0.878
H 4.011 3.646 -2.236
H 1.765 3.934 -3.019
H -0.603 1.343 -2.590
H 1.830 1.976 -4.915
H 3.284 3.059 -6.594
H 2.737 5.318 -7.427
H 0.709 6.481 -6.630
H -0.788 5.367 -4.992
C 2.325 -1.711 0.763
N 2.422 -0.889 1.954
C 3.689 -0.969 2.676
C 3.492 -0.580 4.123
C 2.837 0.781 4.177
N 1.623 0.787 3.370
C 0.595 1.761 3.708
C 1.468 0.019 2.271
O 0.421 0.165 1.591
H 2.680 -2.715 0.999
H 2.930 -1.308 -0.055
H 1.290 -1.802 0.441
H 4.436 -0.329 2.193
H 4.044 -1.997 2.599
H 4.448 -0.563 4.645
H 2.850 -1.315 4.613
H 3.525 1.558 3.824
H 2.557 1.036 5.199
H 0.593 1.895 4.788
H -0.380 1.391 3.411
H 0.789 2.730 3.238
*
```

Results of the Mulliken charge analysis, in e, for atoms 1 through 99: 2.77 -0.43 -0.54 -1.14 0.67 -0.59 -0.66 0.17 0.27 0.51 0.09 0.40 0.42 -1.68 1.35 -1.64 -1.55 -0.17 0.42 0.39 0.35 0.64 0.23 0.37 0.54 0.19 0.22 -1.42 0.57 -1.17 -1.30 0.36 0.00 -0.80 -0.47 -0.62 -0.49 0.44 0.36 0.38 0.58 0.10 0.40 0.59 0.43 0.40 0.42 0.39 0.38 0.41 -0.79 -0.56 -0.95 0.31 0.21 -0.51 0.41 0.15 -0.55 -0.26 0.46 -0.88 -0.42 -0.70 -0.33 0.46 0.06 0.18 0.38 0.35 0.37 0.35 0.19 0.35 0.38 0.45 0.41 0.42 0.49 -0.84 0.61 -0.67 -0.73 -0.58 0.29 -0.87 -0.22 -1.23 0.61 0.27 -0.33 0.30 0.35 0.39 0.29 0.25 0.37 0.47 0.18



Entry 2:
Formula: C33H54Cl36N2O7P2
Source: the Open Molecules 2025 dataset
Level of theory: wB97M-V/def2-TZVPD

Results
LUMO energy	0.1	eV
max |F|	0.0230	hartree/bohr
E	-19175.532301	a.u.
frontier orbital gap	7.7	eV

Geometry as ORCA input:
```
! wB97M-V def2-TZVPD RIJCOSX def2/J DEFGRID3
* xyz 0 1
C -2.527 5.808 0.930
C -2.958 4.387 1.275
C -3.773 3.748 0.136
C -3.065 2.498 -0.416
C -3.968 1.533 -1.191
C -3.524 0.082 -1.067
O -2.111 0.054 -0.984
C -1.423 -1.182 -1.020
C -1.672 -1.910 0.311
C -0.963 -3.256 0.535
C 0.047 -3.199 1.696
C -0.651 -3.363 3.044
O -0.624 -2.116 3.776
C 0.186 -2.062 4.836
O 0.733 -1.035 5.125
N -1.936 -2.107 -2.058
C -2.004 -1.831 -3.237
O -2.156 -1.576 -4.363
C 0.038 -0.739 -1.297
N 1.058 -1.761 -1.361
C 1.094 -2.774 -2.399
C 2.521 -3.031 -2.906
C 2.974 -2.081 -4.013
O 3.649 -0.925 -3.541
C 4.928 -1.191 -3.009
P 0.490 0.309 0.254
O 2.112 0.414 0.035
O -0.087 1.764 -0.150
P 0.284 0.204 -2.955
C 1.640 1.402 -2.703
C -1.131 1.338 -3.317
C -1.094 1.637 -4.828
H -3.384 6.466 0.786
H -1.907 6.240 1.717
H -1.936 5.798 0.016
H -2.050 3.811 1.461
H -3.521 4.408 2.208
H -4.770 3.477 0.480
H -3.823 4.485 -0.663
H -2.299 2.856 -1.110
H -2.560 1.993 0.405
H -4.981 1.609 -0.794
H -3.980 1.819 -2.241
H -3.893 -0.470 -1.933
H -3.996 -0.358 -0.186
H -1.519 -1.221 1.138
H -2.738 -2.135 0.309
H -1.720 -3.982 0.831
H -0.506 -3.647 -0.367
H 0.832 -3.945 1.578
H 0.478 -2.198 1.719
H -0.193 -4.150 3.644
H -1.697 -3.627 2.916
H 0.324 -2.972 5.435
H 1.366 -2.094 -0.460
H 0.490 -2.484 -3.253
H 0.706 -3.741 -2.056
H 3.200 -3.002 -2.053
H 2.545 -4.054 -3.290
H 3.621 -2.602 -4.719
H 2.089 -1.713 -4.529
H 5.417 -2.013 -3.539
H 4.878 -1.403 -1.939
H 5.531 -0.296 -3.145
H 2.480 0.337 0.922
H -0.675 1.744 -0.918
H 1.920 1.697 -3.715
H 1.351 2.298 -2.165
H 2.502 0.912 -2.272
H -1.065 2.294 -2.791
H -2.079 0.864 -3.085
H -0.872 0.743 -5.404
H -2.076 1.996 -5.147
H -0.397 2.437 -5.043
C -4.601 4.755 -3.933
Cl -5.934 4.265 -2.888
Cl -3.708 6.104 -3.232
Cl -3.517 3.402 -4.268
H -5.023 5.081 -4.874
C 0.658 1.935 7.415
Cl 2.207 2.538 6.830
Cl 0.644 1.867 9.182
Cl -0.675 2.925 6.814
H 0.521 0.934 7.026
C 1.421 5.909 10.495
Cl 1.099 7.636 10.667
Cl 0.562 5.226 9.120
Cl 3.148 5.587 10.342
H 1.069 5.414 11.390
C 1.161 3.277 -7.878
Cl 1.632 2.212 -6.558
Cl 0.667 2.344 -9.291
Cl -0.125 4.379 -7.377
H 2.020 3.873 -8.154
C -3.705 -6.422 2.099
Cl -2.299 -6.868 3.070
Cl -4.309 -4.829 2.563
Cl -3.310 -6.471 0.382
H -4.486 -7.145 2.290
C 0.188 -3.067 8.932
Cl -1.521 -3.042 9.366
Cl 0.574 -4.500 7.972
Cl 0.601 -1.589 8.070
H 0.768 -3.112 9.843
C 1.264 6.889 -0.593
Cl 2.688 7.379 -1.509
Cl 0.135 8.233 -0.421
Cl 0.479 5.502 -1.346
H 1.586 6.593 0.396
C -4.486 -0.629 8.463
Cl -5.674 -0.281 7.206
Cl -3.148 0.511 8.403
Cl -5.241 -0.637 10.058
H -4.088 -1.619 8.279
C 6.026 2.359 10.978
Cl 5.166 2.090 12.496
Cl 4.905 2.794 9.692
Cl 7.270 3.593 11.174
H 6.513 1.434 10.703
C -3.704 -2.820 -7.155
Cl -5.341 -2.933 -6.506
Cl -3.323 -4.228 -8.148
Cl -3.489 -1.328 -8.066
H -3.016 -2.797 -6.321
C 4.055 -3.886 -7.883
Cl 2.980 -4.463 -6.607
Cl 4.955 -2.466 -7.351
Cl 5.154 -5.165 -8.399
H 3.444 -3.598 -8.728
C 8.448 -7.767 -7.651
Cl 7.597 -8.046 -6.133
Cl 7.314 -7.336 -8.932
Cl 9.683 -6.524 -7.463
H 8.938 -8.688 -7.936
*
```

Results of the Mulliken charge analysis, in e, for atoms 1 through 99: -1.02 -0.49 -0.16 0.60 0.06 -1.25 0.29 0.12 -1.82 0.06 -0.62 -0.30 -0.32 0.40 -0.56 -0.52 0.64 -0.53 0.28 -0.05 -0.25 -0.85 -0.09 -0.17 -0.87 -0.17 -0.42 -0.18 0.57 -1.29 0.82 -1.42 0.32 0.41 0.04 0.22 0.31 0.44 -0.14 -0.58 0.38 0.61 -0.15 0.22 0.39 0.52 0.70 -0.37 0.22 0.43 0.28 0.43 -0.11 0.22 0.32 0.02 0.55 0.32 0.29 -0.04 0.31 0.38 0.25 0.23 0.34 -0.16 0.38 0.35 0.27 0.24 -0.08 0.38 0.37 0.13 -0.17 -0.12 -0.11 -0.10 0.42 0.86 -0.12 -0.09 -0.13 -0.50 0.00 -0.14 -0.06 -0.10 0.28 -0.07 -0.04 -0.13 -0.12 0.36 -0.01 -0.12 -0.11 -0.12 0.35



Entry 3:
Formula: C33H55BClFeN6P2S
Source: the Open Molecules 2025 dataset
Level of theory: wB97M-V/def2-TZVPD

Results
LUMO energy (spin up / spin down)	2.5 / 2.5	eV
<S²>	6.054
max |F|	0.0421	hartree/bohr
E	-4448.704973	a.u.
frontier orbital gap (spin up / spin down)	4.3 / 6.0	eV

Geometry as ORCA input:
```
! wB97M-V def2-TZVPD RIJCOSX def2/J DEFGRID3
* xyz -1 5
Fe 0.016 0.180 -0.010
C -1.388 4.148 -1.659
C -1.044 3.154 -0.569
N -0.241 2.095 -0.878
N 0.320 2.262 -2.124
C 1.224 1.459 -2.545
N 1.798 1.746 -3.790
S 1.851 0.075 -1.714
C -1.564 3.462 0.708
C -2.460 4.570 0.865
C -2.955 4.908 2.090
C -2.556 4.175 3.222
C -1.666 3.139 3.007
N -1.168 2.772 1.835
H -0.908 3.842 -2.580
H -1.043 5.153 -1.401
H -2.469 4.189 -1.822
H 1.202 2.303 -4.386
H 2.168 0.925 -4.242
H -2.751 5.143 -0.004
H -3.633 5.747 2.198
H -2.919 4.405 4.214
H -1.325 2.570 3.869
C 3.913 -1.478 2.898
C 3.296 -1.021 1.573
C 2.716 -2.266 0.879
C 4.415 -0.475 0.676
P 1.860 0.259 1.658
C 0.829 -0.416 3.097
N 0.031 -1.510 2.566
B -0.746 -1.429 1.335
N -0.864 -2.795 0.863
C -1.473 -3.180 -0.397
P -0.914 -1.923 -1.703
C 0.064 -3.150 -2.820
C 0.552 -2.440 -4.088
C -0.657 -4.461 -3.196
C 1.309 -3.508 -1.995
C -2.482 -1.489 -2.730
C -2.942 -2.536 -3.746
C -2.077 -0.198 -3.464
C -3.701 -1.139 -1.862
C -0.282 -3.637 1.784
C -0.167 -5.016 1.806
C 0.463 -5.615 2.897
C 0.960 -4.848 3.940
C 0.860 -3.458 3.922
C 0.252 -2.847 2.839
C 2.699 1.835 2.322
C 3.791 1.649 3.374
C 3.258 2.557 1.081
C 1.623 2.739 2.920
H 4.553 -2.341 2.691
H 4.531 -0.714 3.363
H 3.158 -1.803 3.614
H 3.485 -2.762 0.281
H 2.340 -2.985 1.600
H 1.903 -1.985 0.211
H 5.119 -1.283 0.453
H 4.014 -0.105 -0.267
H 4.978 0.323 1.161
H 1.409 -0.733 3.963
H 0.178 0.404 3.393
H -1.157 -4.188 -0.662
H -2.563 -3.186 -0.306
H -0.261 -2.196 -4.773
H 1.075 -1.524 -3.812
H 1.254 -3.090 -4.622
H -1.036 -4.432 -4.217
H 0.050 -5.292 -3.137
H -1.494 -4.701 -2.540
H 1.932 -2.629 -1.859
H 1.054 -3.915 -1.013
H 1.899 -4.259 -2.529
H -2.175 -2.766 -4.480
H -3.253 -3.462 -3.258
H -3.806 -2.140 -4.290
H -1.268 -0.368 -4.177
H -2.935 0.210 -4.007
H -1.729 0.554 -2.752
H -3.958 -1.918 -1.141
H -3.566 -0.195 -1.334
H -4.563 -1.015 -2.523
H -0.551 -5.626 0.998
H 0.550 -6.694 2.934
H 1.436 -5.337 4.781
H 1.249 -2.877 4.749
H 4.697 1.211 2.956
H 4.055 2.632 3.777
H 3.447 1.030 4.206
H 4.186 2.111 0.729
H 2.536 2.523 0.261
H 3.454 3.607 1.317
H 1.271 2.368 3.886
H 2.031 3.743 3.075
H 0.776 2.810 2.249
Cl -3.150 -0.267 2.203
C -1.901 -0.438 0.923
H -1.508 0.589 0.712
H -2.456 -0.796 0.069
*
```

Results of the Mulliken charge analysis, in e, for atoms 1 through 99: 1.04 -2.11 -0.31 1.84 -1.19 0.10 -0.61 -0.52 1.03 -1.34 -0.42 -1.19 -0.03 0.22 0.38 0.42 0.40 0.23 0.27 0.36 0.38 0.40 0.29 -1.81 2.34 -1.03 -2.10 0.24 -1.60 -0.18 1.36 0.33 -1.59 0.69 1.94 -1.82 -1.96 -1.70 2.39 -2.00 -1.77 -2.17 1.12 -0.73 -0.84 -0.84 -0.57 -0.14 2.87 -2.23 -1.64 -1.94 0.46 0.38 0.27 0.81 0.17 -0.98 0.60 0.26 0.39 0.32 0.26 0.52 -0.04 0.34 0.11 0.55 0.47 0.37 0.28 -0.01 0.29 0.80 0.27 0.36 0.56 0.22 0.48 0.22 0.31 0.45 0.57 0.41 0.38 0.40 0.46 0.42 0.55 0.25 0.30 0.10 0.51 0.25 0.65 0.29 -0.32 2.63 -1.38



Entry 4:
Formula: C33H55ClF6N3O4P
Source: the Open Molecules 2025 dataset
Level of theory: wB97M-V/def2-TZVPD

Results
LUMO energy	-1.2	eV
structure (SMILES)	O=C1C(P(O)Cl)=CC(=O)c2c(CCC(F)(F)F)cc(COC(F)(F)F)cc21.CCN(CC)CC.CCN(CC)CC.CCN(CC)CC
energy above the lowest of the compared OMol25 structures with the same formula, charge and spin	74.8	kJ/mol
max |F|	0.0425	hartree/bohr
E	-3156.405867	a.u.
frontier orbital gap	6.8	eV

Geometry as ORCA input:
```
! wB97M-V def2-TZVPD RIJCOSX def2/J DEFGRID3
* xyz 0 1
O 0.398 -2.996 3.197
C 0.201 -1.884 2.756
C 1.343 -0.973 2.353
P 2.945 -1.597 1.682
O 2.770 -3.161 1.203
Cl 3.261 -0.486 -0.086
C 1.210 0.339 2.496
C -0.072 0.884 3.084
O -0.033 1.857 3.807
C -1.324 0.106 2.741
C -2.545 0.711 2.573
C -2.781 2.220 2.663
C -2.899 2.776 1.215
C -1.552 3.109 0.582
F -0.578 3.348 1.466
F -1.674 4.229 -0.172
F -1.131 2.142 -0.253
C -3.665 -0.065 2.296
C -3.505 -1.422 2.176
C -4.755 -2.228 1.844
O -4.494 -3.338 0.980
C -4.609 -3.050 -0.334
F -5.875 -3.248 -0.753
F -4.275 -1.793 -0.657
F -3.818 -3.867 -1.024
C -2.283 -2.028 2.327
C -1.174 -1.281 2.601
H 3.531 -3.330 0.629
H 2.007 1.037 2.244
H -2.017 2.735 3.242
H -3.732 2.353 3.190
H -3.350 1.982 0.613
H -3.555 3.647 1.162
H -4.643 0.395 2.185
H -5.555 -1.573 1.487
H -5.107 -2.651 2.792
H -2.209 -3.108 2.228
C 4.590 2.631 -2.080
C 4.075 3.891 -2.759
N 2.655 3.856 -3.044
C 2.221 4.930 -3.924
C 2.339 6.371 -3.416
C 1.788 3.590 -1.909
C 1.864 4.544 -0.711
H 4.354 1.742 -2.667
H 5.675 2.689 -1.977
H 4.177 2.505 -1.077
H 4.613 3.993 -3.706
H 4.355 4.761 -2.146
H 1.185 4.745 -4.223
H 2.800 4.850 -4.850
H 1.567 6.608 -2.686
H 2.209 7.064 -4.250
H 3.314 6.577 -2.972
H 1.998 2.578 -1.550
H 0.753 3.539 -2.258
H 2.891 4.798 -0.441
H 1.408 4.075 0.160
H 1.316 5.467 -0.896
C 4.356 3.786 2.591
C 4.559 3.495 4.072
N 5.023 2.147 4.345
C 4.954 1.793 5.755
C 5.842 2.566 6.736
C 6.237 1.740 3.662
C 7.503 2.576 3.892
H 3.671 3.064 2.141
H 3.923 4.780 2.470
H 5.294 3.771 2.034
H 3.591 3.631 4.563
H 5.233 4.258 4.491
H 5.157 0.724 5.861
H 3.913 1.916 6.074
H 6.884 2.255 6.672
H 5.515 2.367 7.759
H 5.791 3.645 6.583
H 6.034 1.723 2.587
H 6.456 0.697 3.906
H 7.305 3.649 3.861
H 8.233 2.358 3.110
H 7.978 2.339 4.843
C -5.722 -8.944 -5.538
C -6.165 -7.761 -4.689
N -5.063 -6.967 -4.181
C -5.468 -6.009 -3.163
C -6.422 -4.882 -3.574
C -4.133 -6.464 -5.178
C -4.689 -5.577 -6.300
H -5.028 -9.582 -4.989
H -6.590 -9.547 -5.811
H -5.244 -8.627 -6.466
H -6.721 -8.162 -3.836
H -6.880 -7.159 -5.271
H -4.574 -5.570 -2.716
H -5.941 -6.572 -2.352
H -5.914 -4.109 -4.150
H -6.823 -4.398 -2.683
H -7.271 -5.247 -4.153
H -3.636 -7.321 -5.641
H -3.326 -5.929 -4.671
H -5.623 -5.963 -6.712
H -3.968 -5.527 -7.119
H -4.856 -4.555 -5.964
*
```

Results of the Mulliken charge analysis, in e, for atoms 1 through 99: -0.56 -0.03 0.49 0.16 -0.43 -0.21 -0.21 -0.19 -0.58 0.97 0.00 -1.48 -0.92 1.19 -0.30 -0.32 -0.29 -0.73 0.87 -1.07 -0.32 0.98 -0.29 -0.25 -0.27 -0.88 0.46 0.33 0.15 0.55 0.53 0.44 0.29 0.42 0.43 0.43 0.62 -1.10 -0.38 0.17 -0.69 -0.95 -0.76 -0.53 0.31 0.47 -0.01 0.47 0.23 0.34 0.43 0.23 0.40 0.26 0.28 0.36 0.29 -0.01 0.21 -1.04 -0.59 0.32 -0.69 -1.03 -0.72 -1.10 -0.02 0.51 0.31 0.48 0.24 0.39 0.35 0.22 0.41 0.27 0.33 0.45 0.25 0.39 0.29 -1.43 -0.30 0.14 -0.69 -0.98 -0.68 -0.97 0.33 0.44 0.30 0.43 0.25 0.35 0.32 0.20 0.36 0.34 0.38



Which of these has the lowest E?
C33H54Cl36N2O7P2



Number 2 is which compound?
C33H54Cl36N2O7P2